# 1
{
  "formula": "C30H60ClO11PS4Si",
  "method": "ωB97M-V/def2-TZVPD",
  "elements": ["S", "H", "H", "H", "H", "C", "O", "H", "S", "O", "H", "S", "H", "O", "H", "H", "C", "O", "C", "C", "S", "H", "C", "H", "H", "O", "H", "H", "H", "H", "H", "H", "H", "H", "C", "H", "C", "O", "H", "H", "C", "H", "H", "H", "H", "H", "O", "C", "C", "C", "C", "C", "C", "H", "C", "H", "H", "H", "C", "H", "H", "H", "H", "Cl", "H", "H", "H", "O", "C", "C", "H", "H", "H", "P", "C", "C", "H", "C", "O", "C", "C", "C", "C", "H", "H", "C", "O", "H", "C", "H", "H", "H", "C", "H", "H", "H", "H", "H", "H", "O", "H", "H", "H", "C", "H", "Si", "H", "C"],
  "positions_angstrom": [[4.10, 5.11, 1.88], [-3.99, 6.37, -3.46], [1.87, 4.45, -3.29], [3.30, -7.06, 4.32], [3.40, -3.27, -0.26], [1.58, -2.71, 0.66], [2.28, -4.94, -0.20], [3.80, 0.56, 0.10], [-2.16, 7.84, -3.78], [-1.38, 6.94, -4.68], [-4.37, -3.26, 2.82], [-5.70, 6.44, 0.99], [-5.01, 4.21, 0.45], [0.04, -1.51, -1.96], [2.07, -8.38, 4.51], [-7.13, -0.90, 1.60], [2.13, -1.28, 0.64], [5.29, 2.02, 1.46], [-5.52, -2.26, -0.90], [3.41, -1.05, 1.50], [2.47, 6.71, -3.73], [-3.75, 7.42, -2.05], [-4.96, -3.46, 1.91], [1.06, -5.05, -2.15], [2.35, -0.94, -0.38], [-3.40, -1.23, 0.91], [-6.26, 4.23, 1.73], [-4.46, -4.27, 1.37], [2.04, 5.25, 0.68], [1.56, -9.45, 2.36], [-0.28, -5.97, -1.37], [-4.58, 4.67, 2.11], [4.86, 6.75, -3.88], [-0.78, -0.87, 0.99], [1.55, -8.38, 0.49], [4.98, -0.73, -0.01], [2.73, 4.93, -3.76], [3.67, 3.82, 2.51], [-5.44, -3.33, -1.12], [-2.09, -2.74, 1.25], [2.29, -7.40, 4.08], [3.13, -0.46, 2.38], [4.11, 8.23, -4.53], [1.37, -0.59, 1.04], [2.29, 6.26, 2.95], [4.08, 6.74, -5.49], [6.04, 0.10, 2.38], [4.04, 7.14, -4.48], [-6.09, -0.56, 1.54], [0.52, -6.00, -2.11], [-1.08, 8.32, -2.42], [5.30, 0.66, 1.60], [1.72, -8.50, 1.86], [-6.59, -2.01, -0.95], [2.08, -7.39, 2.58], [-4.99, -1.66, -1.64], [-7.77, 5.60, 0.14], [-2.75, -2.72, -0.45], [-0.14, -1.89, -0.82], [-2.67, 6.02, -2.32], [0.16, -6.21, -3.11], [1.60, -6.65, 4.50], [-6.03, 0.32, 0.89], [2.00, -3.01, 3.85], [0.46, -8.29, -3.25], [-5.77, -0.21, 2.53], [3.83, 6.43, 3.83], [0.61, -2.98, -0.38], [-5.35, 4.71, 1.35], [3.09, 5.35, 0.42], [-1.66, 8.88, -1.69], [-6.47, 5.53, -1.09], [3.55, 7.39, 2.36], [0.62, -2.90, 2.28], [1.52, -7.13, -1.70], [0.89, -8.45, -2.25], [-5.98, -3.75, 2.16], [-2.39, -2.11, 0.40], [-0.11, -4.38, 2.13], [2.28, -6.21, 1.89], [3.37, 6.43, 2.85], [2.71, -3.77, 0.44], [-1.19, -1.21, 0.03], [-1.58, -0.31, -0.45], [0.02, -8.66, -1.61], [4.38, -0.15, 0.70], [-4.49, 7.00, 0.33], [-0.65, 7.43, -1.96], [1.71, -7.20, -0.18], [3.30, -3.90, 1.35], [-0.60, -4.37, 1.30], [3.28, 6.34, 0.00], [-6.92, 6.13, -0.29], [2.48, -7.04, -2.21], [3.36, 4.60, -0.31], [2.59, -5.36, 2.48], [1.57, -9.29, -2.21], [3.64, 4.68, -3.21], [5.10, 2.36, 2.35], [2.53, 7.14, -2.30], [-0.29, 8.95, -2.82], [2.81, 4.60, -4.80], [-7.24, 7.08, -0.69], [-3.25, 6.81, -2.80], [1.28, -9.30, -0.01], [-4.94, -1.90, 0.87], [3.88, -1.95, 1.88], [2.10, -6.07, 0.55]],
  "lumo_energy_ha": 0.0088
}

---

# 2
{
  "formula": "H6O4Si2",
  "method": "ωB97M-V/def2-TZVPD",
  "elements": ["H", "O", "H", "O", "H", "O", "Si", "O", "H", "Si", "H", "H"],
  "positions_angstrom": [[-2.84, -0.73, 0.35], [1.46, 1.35, 1.87], [0.36, 2.50, 0.20], [2.16, 1.05, -0.66], [-0.54, -0.60, -1.99], [-1.14, -1.24, -1.75], [-0.75, -1.24, -0.13], [-2.02, -1.09, 0.83], [0.89, 1.15, 2.61], [0.90, 1.22, 0.33], [-0.32, -2.60, 0.17], [2.84, 1.63, -0.82]],
  "lumo_energy_ha": 0.0218
}

---

# 3
{
  "formula": "C57H85BrClGaN12P",
  "method": "ωB97M-V/def2-TZVPD",
  "elements": ["C", "H", "H", "H", "N", "C", "H", "C", "C", "H", "H", "H", "N", "C", "C", "H", "C", "C", "C", "H", "H", "H", "C", "H", "H", "C", "H", "H", "H", "C", "C", "C", "H", "H", "C", "H", "H", "H", "C", "C", "H", "N", "N", "H", "C", "H", "H", "H", "H", "H", "H", "H", "C", "C", "H", "H", "N", "H", "H", "H", "C", "H", "C", "H", "H", "H", "H", "H", "N", "H", "H", "H", "C", "C", "Br", "C", "H", "C", "C", "C", "C", "H", "C", "C", "C", "N", "N", "C", "C", "N", "C", "H", "C", "H", "H", "H", "C", "C", "H", "H", "H", "H", "C", "C", "C", "C", "C", "H", "H", "C", "H", "H", "H", "Ga", "H", "H", "C", "C", "C", "N", "C", "H", "H", "H", "H", "C", "C", "H", "H", "C", "C", "H", "C", "H", "H", "H", "H", "H", "H", "H", "N", "N", "H", "H", "P", "H", "H", "H", "H", "Cl", "C", "H", "H", "H", "C", "C", "C", "H"],
  "positions_angstrom": [[0.81, 1.81, 0.08], [-4.89, -5.16, 4.87], [1.86, 1.96, 0.32], [6.82, 1.06, -6.71], [2.92, 5.88, 0.92], [5.80, -9.80, -1.88], [1.64, -3.26, -0.23], [-5.32, -5.79, 5.63], [2.61, 10.49, 1.69], [4.31, 9.27, 1.96], [2.12, 6.46, 0.74], [9.38, 0.21, -6.58], [-5.47, -5.34, 6.92], [4.20, 6.15, 0.51], [2.06, 3.79, 5.09], [6.84, 3.21, -7.99], [-6.27, -7.40, 6.88], [2.90, 4.71, 1.62], [0.51, 2.18, 5.34], [2.85, -7.27, -0.07], [-6.30, 1.04, -1.64], [2.97, -4.96, -1.49], [-5.81, -7.06, 5.58], [-2.46, -1.86, -2.79], [-3.68, -3.49, -5.59], [-3.63, -6.62, 2.12], [3.35, -0.07, -5.36], [1.98, 4.32, 2.03], [-2.66, -7.20, -0.99], [3.36, 12.08, 3.10], [-4.27, 1.28, -0.99], [1.23, -4.72, 1.24], [-2.13, 2.50, -4.56], [2.85, 4.40, 4.69], [0.61, 0.63, -0.86], [-1.79, 3.06, -2.94], [1.73, 2.21, 3.53], [-4.60, -2.03, -5.92], [7.72, 1.51, -7.11], [-5.69, -0.83, -0.79], [-4.16, 3.23, -3.84], [4.15, -9.89, -0.40], [-6.41, -2.20, 8.90], [-4.91, -7.49, 0.50], [5.26, -1.18, -7.76], [5.23, -9.30, 1.35], [10.87, 2.07, -7.89], [-5.48, -1.97, 8.57], [0.23, 1.66, 0.98], [-5.25, 2.98, -1.81], [0.70, 10.59, -1.82], [5.73, -1.01, -8.71], [6.31, -9.44, -0.60], [3.99, -0.68, -5.98], [4.26, 0.68, -7.58], [1.57, 4.73, 7.06], [3.83, 10.12, 2.19], [0.60, 7.89, -1.96], [-0.58, 11.27, 0.48], [3.72, -10.37, -2.43], [-0.88, 0.42, -1.15], [0.43, 2.68, -0.45], [-8.50, -2.91, 8.92], [1.39, 12.27, 2.04], [-4.32, 1.51, -3.75], [-4.52, -2.65, -4.27], [-5.05, -2.32, 0.69], [-1.84, -2.34, -5.04], [0.49, 3.00, 6.44], [4.48, 3.29, 2.11], [0.32, -0.51, -5.67], [3.43, 12.98, 3.69], [9.80, 2.08, -7.74], [4.29, 11.08, 3.05], [-2.64, -0.26, -6.30], [5.29, -2.26, -6.92], [-0.64, 7.10, 0.07], [1.47, 2.64, 4.48], [2.39, -6.33, 0.18], [-0.43, 10.27, 0.09], [-3.96, -7.09, 0.82], [-6.23, -1.57, 10.93], [-6.04, -6.31, 7.69], [-2.32, -6.22, 2.09], [5.27, -9.50, 0.29], [4.47, -0.22, -7.18], [7.68, 2.69, -7.80], [-4.25, 2.56, -1.85], [-5.68, 0.69, -0.81], [1.76, -4.21, 0.09], [-3.81, 2.35, -3.29], [-5.41, -1.15, -1.79], [5.00, 5.12, 0.94], [-6.14, 1.06, 0.11], [6.35, -9.85, -2.80], [-3.68, -0.73, -3.34], [-8.17, -2.43, 10.22], [9.02, 1.10, -7.06], [5.82, -3.18, -7.10], [-1.39, 8.94, 1.59], [-3.56, 3.26, -1.39], [1.20, 0.81, -1.74], [-3.97, -2.53, -5.19], [8.94, 3.04, -8.19], [4.47, -10.07, -1.72], [1.60, -6.04, 1.32], [-2.84, -6.96, 0.05], [-3.68, 0.52, -1.48], [-6.71, -8.33, 7.19], [-2.67, -1.09, -3.53], [9.11, 3.95, -8.75], [-3.83, 1.45, -0.02], [0.63, -4.11, 1.89], [-1.39, 0.47, -3.15], [-7.23, -3.00, 7.09], [-1.24, -0.49, -0.70], [2.29, 11.71, 2.24], [4.17, 4.21, 1.64], [0.24, 9.92, -1.11], [-1.85, -6.43, 0.82], [0.20, 8.56, -1.21], [4.29, -2.56, -4.93], [1.85, -1.64, -4.19], [1.34, -6.72, 2.12], [-5.84, -7.69, 4.70], [-0.86, 9.11, 0.68], [-2.69, -1.68, -4.92], [-4.28, -6.58, 2.98], [-0.12, 2.89, 7.22], [-7.40, -2.76, 8.13], [2.47, -5.18, -0.56], [-0.91, -6.21, 0.52], [1.43, 3.98, 6.29], [4.42, 7.03, -0.06], [-3.78, -1.72, -0.33], [5.24, 10.97, 3.54], [-1.69, -5.80, 2.85], [-8.80, -2.40, 11.08], [-6.69, -1.21, -0.59], [2.08, 9.87, 0.99], [-0.46, 8.07, -0.12], [1.64, -0.83, -3.62], [1.17, 1.37, -4.79], [6.06, 5.04, 0.76], [0.59, 0.11, -4.42], [-6.24, -6.15, 8.73], [7.32, -9.16, -0.36], [-4.35, -0.70, 0.94], [-9.45, -3.32, 8.61], [1.30, -0.83, -0.04], [-6.87, -2.00, 10.17], [-0.16, 1.34, 5.26], [3.24, -10.02, 0.00], [-5.20, -4.43, 7.25], [-2.29, 2.28, -3.51], [-4.68, -1.43, 0.20], [4.49, -1.94, -5.79], [-1.43, 1.22, -0.67]],
  "total_charge": -1,
  "lumo_energy_ha": 0.0604
}

---

# 4
{
  "formula": "C13H26Cl2LaNO4P2",
  "method": "ωB97M-V/def2-TZVPD",
  "elements": ["H", "H", "C", "C", "N", "O", "C", "C", "H", "C", "H", "H", "H", "H", "C", "Cl", "P", "H", "Cl", "O", "H", "H", "H", "H", "H", "H", "H", "H", "C", "C", "H", "C", "O", "H", "C", "O", "H", "C", "H", "La", "C", "H", "H", "H", "H", "H", "P", "H", "C"],
  "positions_angstrom": [[-0.73, -1.82, -4.61], [-2.16, 3.34, 2.33], [-3.98, -2.96, -0.12], [2.55, 1.84, 1.16], [-1.73, -1.36, 0.04], [1.17, 0.36, -3.63], [-2.77, -3.39, -0.69], [1.68, -3.08, 0.97], [-3.88, 0.90, 1.34], [-1.23, 2.81, 2.05], [-0.80, 2.20, 2.87], [0.32, -0.30, 1.88], [1.99, 0.78, -3.34], [-4.98, -1.33, 0.97], [-2.49, 2.63, -0.67], [2.92, 4.40, 0.63], [-1.81, 1.71, 0.72], [-2.66, -4.37, -1.18], [4.93, 2.28, 0.07], [2.17, 1.28, 2.21], [-0.32, -2.60, -2.38], [2.00, -4.07, 0.59], [0.62, -1.21, -4.17], [0.82, -3.12, 1.66], [-0.43, 3.48, 1.66], [3.39, -1.61, -1.25], [2.51, -2.50, 1.44], [-2.80, 1.89, -1.45], [-2.90, 0.41, 1.35], [-1.66, -2.55, -0.61], [-3.33, 3.17, -0.20], [-4.06, -1.71, 0.51], [0.11, -2.06, -4.20], [4.02, 2.95, 2.14], [2.53, -2.11, -1.74], [2.07, 1.64, -0.03], [-0.15, -4.02, -1.22], [3.64, 2.86, 1.13], [-0.38, 0.37, -1.89], [0.39, 0.26, 0.06], [-0.34, -2.93, -1.30], [-4.86, -3.60, -0.17], [2.21, -1.52, -2.63], [0.50, 0.44, -2.83], [-2.55, 0.23, 2.38], [2.73, -3.17, -1.99], [1.16, -2.27, -0.56], [-1.70, 3.29, -1.09], [-2.90, -0.93, 0.56]],
  "lumo_energy_ha": 0.0121
}

---

Number 1: frontier orbital gap 8.5 eV, E_HOMO -8.26 eV, maximum force 0.0401 Eh/bohr. Number 2: frontier orbital gap 9.2 eV, E_HOMO -8.60 eV, maximum force 0.0810 Eh/bohr. Number 3: frontier orbital gap 6.2 eV, E_HOMO -4.56 eV, maximum force 0.0244 Eh/bohr. Number 4: frontier orbital gap 7.0 eV, E_HOMO -6.65 eV, maximum force 0.0658 Eh/bohr.